(1)
14
Properties=species:S:1:pos:R:3 method="wB97M-V/def2-TZVPD" lumo_ev=-5.3 relative_energy_kcal_mol=106.23 total_charge=+1 homo_ev=-13.3
C -0.449 2.337 0.129
C 0.874 0.180 -0.207
C -1.441 -0.286 -0.017
C 0.198 -2.062 0.213
N -1.533 1.835 0.371
N 0.765 1.464 -0.302
N -0.127 -0.657 -0.061
S -2.832 -0.970 -0.223
H 0.043 3.281 0.081
H 1.880 -0.141 -0.370
H 0.994 -2.341 -0.551
H -0.700 -2.698 0.188
H 0.798 -2.080 1.171
H 1.528 2.137 -0.423

***

(2)
88
Properties=species:S:1:pos:R:3 method="wB97M-V/def2-TZVPD" lumo_ev="3.9 / 3.9" relative_energy_kcal_mol=0.00 total_charge=-2 homo_ev="-0.7 / -1.9" multiplicity=3
Ti -0.720 0.074 0.835
C 0.868 -3.732 -4.235
C 1.124 -2.840 -3.050
C 1.715 -1.587 -3.189
C 1.861 -0.727 -2.113
C 1.424 -1.066 -0.822
N 1.393 -0.213 0.263
C 2.572 0.379 0.657
C 3.825 0.002 0.130
C 5.008 0.619 0.492
C 5.036 1.633 1.440
C 6.306 2.333 1.843
C 3.828 1.966 2.034
C 2.629 1.368 1.670
N 1.458 1.816 2.360
C 1.336 2.991 3.010
C 0.167 2.942 3.737
C -0.367 1.681 3.457
N 0.415 0.991 2.635
C 0.899 -2.368 -0.694
C 0.722 -3.217 -1.775
N 0.548 -2.843 0.601
C 0.799 -4.069 1.109
C 0.272 -4.098 2.379
C -0.290 -2.823 2.556
N -0.111 -2.072 1.482
H 1.420 -3.386 -5.110
H -0.194 -3.743 -4.494
H 1.167 -4.763 -4.035
H 2.047 -1.260 -4.170
H 2.319 0.244 -2.256
H 3.860 -0.795 -0.599
H 5.934 0.300 0.022
H 7.051 2.270 1.046
H 6.741 1.884 2.743
H 6.115 3.389 2.035
H 3.831 2.749 2.781
H 2.076 3.773 2.913
H -0.249 3.725 4.346
H -1.304 1.250 3.770
H 0.235 -4.172 -1.609
H 1.356 -4.792 0.539
H 0.301 -4.915 3.080
H -0.823 -2.416 3.398
C -5.956 -2.847 1.353
Si -5.500 -2.927 -0.456
C -5.348 -4.747 -0.923
C -6.934 -2.195 -1.433
C -3.935 -2.076 -1.045
C -3.689 -2.146 -2.405
C -2.568 -1.559 -2.988
C -1.695 -0.911 -2.140
N -1.883 -0.824 -0.826
C -2.985 -1.368 -0.247
S -3.113 -1.118 1.446
H -6.894 -3.393 1.504
H -6.084 -1.816 1.682
H -5.180 -3.287 1.977
H -6.261 -5.297 -0.678
H -4.520 -5.204 -0.376
H -5.151 -4.874 -1.990
H -7.877 -2.686 -1.178
H -6.784 -2.291 -2.511
H -7.034 -1.131 -1.207
H -4.393 -2.671 -3.050
H -2.382 -1.605 -4.052
H -0.790 -0.447 -2.517
N 0.109 2.192 -1.373
C 0.953 3.181 -0.889
C 0.440 4.146 -0.015
C 1.292 5.011 0.642
C 2.667 4.943 0.456
C 3.174 4.051 -0.477
C 2.323 3.192 -1.159
S 3.726 5.844 1.571
O 3.253 7.222 1.569
O 3.500 5.160 2.853
O 5.083 5.670 1.062
H -0.889 2.403 -1.344
H 0.430 1.687 -2.182
H -0.623 4.159 0.187
H 0.893 5.725 1.353
H 4.246 4.008 -0.625
H 2.740 2.465 -1.849
O -2.699 2.769 -0.943
C -2.743 2.476 0.259
O -1.856 1.877 0.932
H -3.661 2.755 0.821

***

(3)
101
Properties=species:S:1:pos:R:3 method="wB97M-V/def2-TZVPD" lumo_ev=-0.1 smiles="CN(C)C(=O)C[C@]1(CC(=O)F)CO[C@](C(F)(F)c2cccc(C(F)(F)F)c2)(C(F)(F)C(F)(F)C(F)(F)C(F)(F)C(F)(F)C(F)(F)C(F)(F)C(F)(F)F)[C@@H]1Br.CCOC(=O)OC.CCOC(=O)OC" homo_ev=-9.9
C 3.596 4.508 4.282
N 2.706 5.090 3.228
C 1.380 5.270 3.955
C 2.415 4.013 2.277
O 3.073 3.001 2.357
C 1.225 4.218 1.257
C 1.440 3.497 -0.112
C 2.928 3.918 -0.551
C 3.145 5.473 -0.485
O 4.014 5.926 0.170
F 2.381 6.364 -1.215
C 0.623 3.928 -1.392
O 0.351 2.736 -2.165
C 0.424 1.460 -1.470
C 1.491 0.651 -2.357
F 1.010 0.310 -3.607
F 2.577 1.503 -2.631
C 2.101 -0.618 -1.722
C 1.618 -1.417 -0.621
C 2.371 -2.579 -0.130
C 3.619 -2.988 -0.740
C 4.098 -2.219 -1.881
C 5.411 -2.702 -2.557
F 6.317 -1.688 -2.755
F 5.211 -3.314 -3.761
F 6.054 -3.616 -1.742
C 3.362 -1.073 -2.335
C -1.009 0.890 -1.650
F -1.476 1.292 -2.899
F -0.951 -0.503 -1.803
C -2.228 1.114 -0.678
F -3.225 0.390 -1.376
F -2.155 0.322 0.454
C -2.857 2.537 -0.483
F -4.230 2.427 -0.743
F -2.467 3.451 -1.442
C -2.763 3.284 0.901
F -2.260 2.595 1.959
F -1.786 4.282 0.694
C -4.021 4.168 1.318
F -3.460 5.110 2.192
F -4.477 4.964 0.301
C -5.148 3.508 2.183
F -4.720 2.787 3.266
F -5.800 4.598 2.767
C -6.309 2.721 1.463
F -6.730 3.287 0.287
F -7.414 2.858 2.298
C -6.110 1.154 1.306
F -4.826 0.722 1.419
F -6.883 0.473 2.179
F -6.511 0.828 0.032
C 1.133 1.919 -0.137
Br 0.662 1.060 1.590
H 3.726 5.289 5.086
H 3.111 3.634 4.806
H 4.618 4.280 3.905
H 0.704 5.982 3.423
H 0.875 4.256 3.932
H 1.544 5.502 5.030
H 1.046 5.329 1.170
H 0.329 3.848 1.833
H 3.122 3.672 -1.636
H 3.722 3.376 0.016
H 1.247 4.492 -2.142
H -0.230 4.657 -1.276
H 0.653 -1.145 -0.149
H 1.917 -3.115 0.729
H 4.173 -3.860 -0.336
H 3.780 -0.524 -3.215
H 2.203 1.564 -0.205
C -2.231 -4.244 2.991
C -2.054 -4.461 4.481
O -1.681 -5.814 4.772
C -0.414 -6.138 4.494
O 0.424 -5.402 4.034
O -0.241 -7.432 4.788
C 1.047 -7.937 4.439
H -2.944 -4.962 2.580
H -2.589 -3.232 2.789
H -1.292 -4.386 2.454
H -3.003 -4.286 4.987
H -1.327 -3.766 4.907
H 1.842 -7.337 4.882
H 1.152 -7.969 3.354
H 1.120 -8.952 4.826
C -1.246 -2.270 -4.730
C -1.174 -3.596 -3.999
O -0.989 -4.689 -4.909
C 0.240 -4.815 -5.420
O 1.185 -4.107 -5.181
O 0.233 -5.851 -6.269
C 1.465 -6.032 -6.967
H -2.023 -2.297 -5.498
H -1.463 -1.459 -4.034
H -0.307 -2.042 -5.236
H -2.118 -3.778 -3.485
H -0.387 -3.596 -3.240
H 2.304 -6.111 -6.276
H 1.621 -5.209 -7.665
H 1.391 -6.960 -7.532

***

(4)
20
Properties=species:S:1:pos:R:3 method="wB97M-V/def2-TZVPD" lumo_ev=3.3 relative_energy_kcal_mol=27.23 total_charge=-1 homo_ev=-4.6
C 0.023 1.441 0.006
C -1.461 1.266 0.403
C -0.466 -1.137 -0.724
C 0.675 0.109 0.202
C -0.344 -0.987 -2.202
O 0.650 0.893 2.711
O -0.377 -1.350 2.359
O 2.051 -1.096 2.141
O 1.975 -0.069 -0.116
S -1.977 -0.458 -0.052
S 0.732 -0.415 2.018
H 0.062 1.797 -1.000
H 0.761 2.245 0.541
H -1.875 1.311 1.363
H -1.906 2.023 -0.372
H -0.186 -2.034 -0.259
H -1.101 -0.439 -2.592
H -0.140 -2.001 -2.708
H 0.545 -0.415 -2.346
H 2.358 -0.683 0.626

***

(5)
72
Properties=species:S:1:pos:R:3 method="wB97M-V/def2-TZVPD" lumo_ev=0.1 relative_energy_kcal_mol=0.00 smiles=ClC(Cl)Cl.ClC(Cl)Cl.ClC(Cl)Cl.ClC(Cl)Cl.ClC(Cl)Cl.C1CCOC1.C1CCOC1.C1CCOC1.BrCCBr homo_ev=-9.5
C 2.823 7.370 -0.936
Cl 1.544 8.397 -1.662
Cl 3.312 6.220 -2.211
Cl 2.115 6.436 0.398
H 3.675 7.982 -0.640
C 3.873 -0.630 8.443
Cl 2.085 -0.513 8.258
Cl 4.482 0.613 9.522
Cl 4.791 -0.698 6.847
H 4.043 -1.602 8.906
C 7.380 1.703 1.539
Cl 7.018 3.359 0.915
Cl 9.078 1.339 1.968
Cl 7.028 0.504 0.269
H 6.713 1.501 2.378
C 1.861 -7.132 -1.059
Cl 2.449 -5.528 -1.502
Cl 1.405 -7.354 0.603
Cl 3.067 -8.339 -1.416
H 0.987 -7.349 -1.672
C -3.184 -2.529 6.511
Cl -3.618 -1.999 8.133
Cl -4.200 -1.787 5.259
Cl -3.212 -4.303 6.452
H -2.187 -2.101 6.407
C 1.187 1.231 1.239
C 0.656 -0.057 0.683
C -0.508 -0.404 1.570
O 0.115 -0.092 2.827
C 1.050 0.976 2.740
H 0.519 2.032 0.922
H 2.199 1.471 0.912
H 1.348 -0.899 0.721
H 0.234 0.017 -0.319
H -0.786 -1.455 1.651
H -1.402 0.214 1.489
H 2.024 0.726 3.160
H 0.693 1.906 3.183
C -6.300 2.379 1.049
C -6.825 3.444 2.015
C -7.209 4.483 0.991
O -7.908 3.693 0.072
C -7.262 2.464 -0.105
H -6.350 1.386 1.497
H -5.289 2.544 0.676
H -6.046 3.740 2.718
H -7.645 3.114 2.652
H -6.348 5.007 0.578
H -7.847 5.294 1.342
H -6.794 2.430 -1.089
H -7.948 1.617 -0.089
C 3.384 -0.979 -6.990
C 4.185 -0.392 -5.862
C 3.205 -0.477 -4.769
O 2.050 -1.197 -5.218
C 2.501 -1.991 -6.365
H 3.968 -1.438 -7.788
H 2.872 -0.155 -7.488
H 4.422 0.648 -6.087
H 5.157 -0.849 -5.672
H 2.822 0.485 -4.428
H 3.659 -0.899 -3.872
H 1.586 -2.117 -6.945
H 2.857 -3.011 -6.226
Br -1.577 -4.936 -4.808
C -2.440 -4.085 -3.223
C -3.419 -3.043 -3.610
Br -4.307 -2.367 -1.890
H -1.709 -3.664 -2.532
H -2.990 -4.841 -2.662
H -4.216 -3.314 -4.303
H -2.900 -2.196 -4.059

***

(6)
8
Properties=species:S:1:pos:R:3 method="wB97M-V/def2-TZVPD" lumo_ev=-7.6 relative_energy_kcal_mol=70.73 total_charge=+1 homo_ev=-15.0
C 0.868 0.431 -0.784
P -0.671 1.142 -0.132
Cl -1.370 -1.637 3.592
Br -2.014 0.404 -1.697
Br -0.556 -1.103 1.702
H 1.013 0.486 -1.865
H 0.989 -0.658 -0.450
H 1.740 0.935 -0.366

***

(7)
15
Properties=species:S:1:pos:R:3 method="wB97M-V/def2-TZVPD" lumo_ev="-10.6 / -11.2" relative_energy_kcal_mol=109.10 total_charge=+2 homo_ev="-17.7 / -17.6" multiplicity=2
O -0.830 1.088 1.397
C 0.530 0.763 1.387
C 0.396 -0.690 0.408
O -0.890 -1.610 1.990
Y -2.017 -0.099 3.040
H 1.188 0.515 2.228
H 1.071 1.597 0.925
H 1.438 -0.959 0.173
H -0.201 -1.438 -0.139
O -0.107 0.507 -1.041
H -0.885 1.126 -0.069
C 0.033 -0.073 -2.314
H 1.077 -0.389 -2.459
H -0.575 -0.986 -2.425
H -0.228 0.648 -3.100

***

(8)
64
Properties=species:S:1:pos:R:3 method="wB97M-V/def2-TZVPD" lumo_ev=-1.0 smiles="CCOCCO[Si@@](Cl)([C@@H](F)CC)P(C)C.O=[N+]([O-])c1ccccc1.O=[N+]([O-])c1ccccc1" homo_ev=-8.7
C 2.165 -4.207 2.531
C 0.574 -4.697 2.402
O 0.131 -4.766 0.998
C -0.068 -3.387 0.439
C -1.690 -3.230 0.202
O -2.127 -1.884 -0.197
Si -3.279 -1.186 0.931
Cl -4.304 0.388 -0.181
C -4.665 -2.380 1.533
F -5.112 -3.377 0.511
C -4.326 -3.091 3.008
C -5.628 -3.987 3.553
P -2.372 -0.177 2.671
C -1.846 1.563 2.087
C -0.766 -1.027 3.256
H 2.773 -4.913 3.249
H 2.625 -4.158 1.454
H 2.197 -3.127 2.980
H 0.573 -5.814 2.824
H -0.129 -4.089 3.112
H 0.407 -2.556 1.117
H 0.442 -3.425 -0.634
H -1.954 -3.951 -0.711
H -2.220 -3.668 1.149
H -5.621 -1.698 1.748
H -3.432 -3.847 2.952
H -4.005 -2.271 3.814
H -6.448 -3.239 3.928
H -5.963 -4.631 2.614
H -5.275 -4.760 4.364
H -2.676 2.080 1.442
H -1.658 2.257 3.018
H -0.865 1.530 1.441
H -0.412 -0.531 4.283
H 0.133 -0.898 2.515
H -1.037 -2.145 3.504
C -2.167 1.697 -4.820
C -1.255 2.611 -5.352
C -0.364 3.280 -4.511
C -0.392 3.022 -3.133
C -1.311 2.111 -2.596
C -2.199 1.449 -3.447
N 0.560 3.703 -2.247
O 1.344 4.517 -2.758
O 0.526 3.424 -1.040
H -2.856 1.173 -5.481
H -1.237 2.799 -6.423
H 0.340 3.989 -4.940
H -1.346 1.904 -1.528
H -2.914 0.738 -3.040
C 5.037 5.056 -2.888
C 4.128 4.188 -2.281
C 4.573 3.246 -1.352
C 5.936 3.185 -1.032
C 6.852 4.050 -1.645
C 6.396 4.986 -2.575
N 6.407 2.214 -0.037
O 5.568 1.453 0.469
O 7.614 2.213 0.243
H 4.684 5.793 -3.608
H 3.071 4.248 -2.531
H 3.852 2.577 -0.888
H 7.914 4.010 -1.410
H 7.099 5.664 -3.055